Arrangement A

The following is a DFT calculation (ωB97M-V/def2-TZVPD) of a cluster of 2 separate species, C4H5P in total.

The SMILES is C1=[PH]=C1.C#C. The calculation puts the HOMO-LUMO gap at 9.88 eV.

Geometry as ORCA input:
```
! wB97M-V def2-TZVPD RIJCOSX def2/J DEFGRID3
* xyz 0 1
H 4.0599 -1.1803 -0.1851
H -2.3022 2.0436 -0.2673
P -2.2690 -0.5312 0.5008
H -3.1062 -1.1443 -0.3690
C -1.0235 0.2274 -0.6978
H -0.3124 0.1842 -1.5080
C 2.2219 -0.2447 0.8807
C -1.9342 1.0331 -0.2228
H 1.4806 0.3656 1.4949
C 3.1851 -0.7536 0.3735
*
```

---

Arrangement B

The following is a DFT calculation (ωB97M-V/def2-TZVPD) of the molecule C4H5P.

The calculation puts the HOMO-LUMO gap at 8.99 eV.

Geometry as ORCA input:
```
! wB97M-V def2-TZVPD RIJCOSX def2/J DEFGRID3
* xyz 0 1
H -1.1469 -1.3920 0.9331
H 0.1059 0.1157 -3.1061
H -1.7247 0.2592 0.9848
C 1.2070 0.4745 -0.2294
C -0.2266 -0.0231 -2.1045
C -1.0129 -0.4063 0.4779
H 0.6288 0.1233 1.7489
C 0.3831 0.0973 0.6878
H 2.1580 0.8996 -0.4195
P -1.5542 -0.5420 -1.3259
*
```

---

Verdict on stability: arrangement B comes out on top.

---

Arrangement A

The following is a DFT calculation (ωB97M-V/def2-TZVPD) of the molecule C2H5N.

The SMILES is [H]/N=C/C. The calculation puts the HOMO-LUMO gap at 10.81 eV.

Geometry as ORCA input:
```
! wB97M-V def2-TZVPD RIJCOSX def2/J DEFGRID3
* xyz 0 1
C 0.5347 -0.3368 0.2627
H 1.5467 -0.0435 -0.0316
N 0.1660 -1.1626 1.1067
H -1.5935 0.1767 -0.5015
C -0.6390 0.6762 -0.6218
H -0.6314 1.6420 -0.1466
H -0.3134 0.6967 -1.6485
H 0.9299 -1.6487 1.5807
*
```

---

Arrangement B

The following is a DFT calculation (ωB97M-V/def2-TZVPD) of a cluster of 2 separate species, C2H5N in total.

The calculation puts the HOMO-LUMO gap (alpha / beta) at 9.63 / 7.72 eV.

Geometry as ORCA input:
```
! wB97M-V def2-TZVPD RIJCOSX def2/J DEFGRID3
* xyz 0 1
C 0.3425 0.2557 0.1972
N 0.2967 0.8376 1.2636
H -0.5856 -1.0333 -1.2808
C -0.8120 -0.3557 -0.5252
H 2.4861 -0.4021 -0.5766
H 0.9360 1.3349 1.7804
H -1.2204 -1.0188 0.1961
H -1.4434 0.3818 -1.0548
*
```

---

Arrangement C

The following is a DFT calculation (ωB97M-V/def2-TZVPD) of the molecule C2H5N.

The SMILES is C1CN1. The calculation puts the HOMO-LUMO gap at 10.73 eV.

Geometry as ORCA input:
```
! wB97M-V def2-TZVPD RIJCOSX def2/J DEFGRID3
* xyz 0 1
H 1.0802 -0.5347 -1.0947
H 0.2423 0.5163 1.3894
N -0.9433 -0.2265 -0.3983
H -1.6911 0.3675 -0.2058
H 0.2437 -1.1121 1.2146
H 0.7068 1.1011 -0.8486
C 0.4273 0.1319 -0.6415
C -0.0658 -0.2435 0.5848
*
```

---

Arrangement D

The following is a DFT calculation (ωB97M-V/def2-TZVPD) of the molecule C2H5N.

The SMILES is C1CN1. The calculation puts the HOMO-LUMO gap at 11.06 eV.

Geometry as ORCA input:
```
! wB97M-V def2-TZVPD RIJCOSX def2/J DEFGRID3
* xyz 0 1
C 0.3886 -0.4638 -0.5561
C 0.1259 0.6781 0.3367
H 0.1451 1.7508 -0.0341
H 0.4548 -0.3881 -1.6165
H 0.3832 0.4936 1.3705
H -1.3347 -0.7719 0.6016
H 0.8443 -1.2456 -0.0032
N -1.0073 -0.0530 -0.0989
*
```

---

Verdict on stability: arrangement A comes out on top.

---

Arrangement A

The following is a DFT calculation (ωB97M-V/def2-TZVPD) of a cluster of 4 separate species, C3H15NO3 in total.

The calculation puts the HOMO-LUMO gap (alpha / beta) at 2.50 / 9.16 eV.

Geometry as ORCA input:
```
! wB97M-V def2-TZVPD RIJCOSX def2/J DEFGRID3
* xyz -1 2
N 1.2370 0.4153 -0.3276
H 3.1711 -0.4924 -0.7039
C 0.6982 1.6226 0.3176
H -0.1933 -0.0653 -1.9020
H -1.4205 -1.4864 0.9110
H -2.5510 -2.3825 1.2636
H 3.0594 0.6413 0.6816
H -3.4902 0.9301 -1.0003
C 2.6923 0.3979 -0.3315
H 3.0422 1.2423 -0.9590
O -2.7073 0.7867 -0.4450
H -0.3830 1.6422 0.1493
H 1.3348 -0.7718 -2.0065
H 0.7270 -0.7926 0.8263
H 0.9418 1.6273 1.3867
O -2.4036 -1.4712 0.9636
O 0.2687 -1.5578 1.2656
H -2.8521 -0.0164 0.0902
H 1.1891 1.0062 -2.3463
H 0.7282 -1.7946 2.0907
C 0.8511 0.1766 -1.7229
H 1.1286 2.5240 -0.1319
*
```

---

Arrangement B

The following is a DFT calculation (ωB97M-V/def2-TZVPD) of a cluster of 4 separate species, C3H15NO3 in total.

The calculation puts the HOMO-LUMO gap (alpha / beta) at 3.01 / 9.21 eV.

Geometry as ORCA input:
```
! wB97M-V def2-TZVPD RIJCOSX def2/J DEFGRID3
* xyz -1 2
H 0.3007 2.2091 1.5631
H -2.6755 -0.4695 1.1409
N -0.8241 -1.0911 0.4257
H -2.5685 -2.1973 0.8063
H 2.5725 0.8613 -1.0244
H -0.5242 1.2284 0.7421
H 1.9325 -1.3383 1.0129
H 1.4569 -2.7438 0.1235
H -0.2954 -1.5507 2.3904
H 0.6618 2.5138 -2.1972
H 1.1157 0.9373 -0.5331
H -2.7182 -0.9631 -0.5206
C -0.1671 -1.9660 1.3752
C 1.2852 -2.2274 1.0743
H 1.7033 -2.9041 1.8076
H -0.3899 -1.1162 -0.4837
C -2.2694 -1.2127 0.4337
O 0.1516 1.9374 0.6351
H -0.6647 -2.9592 1.4345
O -0.0512 3.1234 -2.4339
H -0.8713 2.6209 -2.4196
O 1.6872 0.5386 -1.2277
*
```

---

Verdict on stability: arrangement B comes out on top.

---

Arrangement A

The following is a DFT calculation (ωB97M-V/def2-TZVPD) of the molecule C3H4BrNO2.

The SMILES is C=C[C@@H](Br)[N+](=O)[O-]. The calculation puts the HOMO-LUMO gap at 10.67 eV.

Geometry as ORCA input:
```
! wB97M-V def2-TZVPD RIJCOSX def2/J DEFGRID3
* xyz 0 1
C -0.2859 0.4183 0.7134
C -0.1755 0.4758 -0.7641
H 0.6329 1.1978 -1.0774
C -0.6527 -0.3352 -1.6584
O 0.9534 -1.1984 1.8450
O 2.0439 0.3114 0.9057
H -0.1883 -0.2413 -2.6096
H -1.2463 -1.2189 -1.3218
Br -1.7437 -0.5941 1.4972
N 0.9963 -0.1728 1.2703
H -0.3340 1.3574 1.1997
*
```

---

Arrangement B

The following is a DFT calculation (ωB97M-V/def2-TZVPD) of a cluster of 2 separate species, C3H4BrNO2 in total.

The calculation puts the HOMO-LUMO gap (alpha / beta) at 8.52 / 7.52 eV.

Geometry as ORCA input:
```
! wB97M-V def2-TZVPD RIJCOSX def2/J DEFGRID3
* xyz 0 1
H 1.8360 -1.3146 1.0506
H 2.7347 -0.1456 -0.0071
H 0.9013 1.0678 -0.8519
H 1.7811 -1.5482 -0.5760
O -3.2519 0.9609 0.1429
Br -1.9047 -1.7199 0.4022
O -1.4360 2.1595 0.1305
C -1.2936 -0.0840 -0.2464
C 0.8623 0.3054 -0.1862
C 1.8073 -0.7435 0.1307
N -2.0365 1.0622 0.0108
*
```

---

Verdict on stability: arrangement A comes out on top.